2 unconnected molecules or ions with the total composition C3H9O2S, computed with the ωB97M-V functional and the def2-TZVPD basis.

Each line ends with the Mulliken charge.
Positions of all 15 atoms, in Å:
C -0.884 1.149 -0.219  -0.546
O -1.225 0.893 1.082  -0.843
C -0.559 -0.113 -1.079  -0.474
C 0.574 -1.012 -0.600  -0.423
S 2.229 -0.335 -1.060  -0.340
H -0.078 1.882 -0.353  0.269
H -1.822 1.440 -0.721  0.267
H -1.497 -0.673 -1.062  0.333
H -0.246 0.178 -2.095  0.268
H 0.478 -1.948 -1.163  0.293
H 0.676 -1.098 0.483  0.254
H 2.702 0.450 -0.083  0.113
H -0.465 -0.885 2.512  0.275
H -0.245 0.440 1.916  0.420
O 0.361 -0.369 2.441  -0.867

Properties
LUMO level in eV: 3.4
Total energy in a.u.: -668.36140
Energy relative to the best compared isomer or geometry (same formula, charge and spin) in eV: 0.882
Total charge: -1